Record 1
Density functional theory data (ωB97M-V with the def2-TZVPD basis set) for a molecular structure, C21H21FeNS in a non-equilibrium geometry.

Structure (XYZ):
```
45
Properties=species:S:1:pos:R:3
C -1.6037 0.2095 -1.4117
C -1.5984 -1.5395 0.7449
C -1.2137 -0.5347 -2.6562
H -1.5530 1.2976 -1.5641
C -0.5496 -2.1867 0.0035
H -1.5722 -1.6424 1.8246
H -1.9253 -0.2491 -3.4511
H 0.2688 -2.6412 0.5822
C -1.3371 -2.0651 -2.5682
H -0.8944 -2.4936 -3.4847
H -2.4051 -2.3240 -2.6284
C -2.9865 -0.1811 -0.8795
H -3.6270 -0.4690 -1.7210
H -3.4792 0.6816 -0.4110
C -2.9747 -1.3533 0.1369
H -3.3014 -2.2892 -0.3516
H -3.7173 -1.1428 0.9267
C -0.7296 -2.8334 -1.3519
H -1.3565 -3.7359 -1.2325
H 0.2689 -3.2069 -1.6192
Fe -0.2837 -0.2321 -0.0122
H -0.2352 -0.2010 -3.0722
S 2.8616 1.9810 2.1009
C 1.3513 2.6608 2.6771
C 1.2252 3.7397 3.5410
C -0.0644 4.2023 3.8416
C -1.1927 3.5732 3.2878
C -1.0572 2.4988 2.3998
C 0.2292 2.0188 2.1163
N 0.6147 1.0055 1.2224
C 1.9602 0.8928 1.1013
C 2.5119 0.0543 0.0813
C 3.9052 -0.0653 -0.1346
C 4.3593 -0.8544 -1.1815
C 3.4406 -1.4595 -2.0401
C 2.0494 -1.3236 -1.8191
C 1.5618 -0.6055 -0.7374
H 2.1373 4.1731 3.9509
H -0.1698 5.0568 4.5132
H -2.1779 3.9443 3.5655
H -1.9161 2.0435 1.9141
H 4.5901 0.4400 0.5423
H 5.4289 -0.9850 -1.3392
H 3.7850 -2.0735 -2.8742
H 1.3720 -1.7858 -2.5329
```

The value obtained for the largest force on an atom is 0.0440 hartree/bohr. The value obtained for the HOMO energy (alpha / beta) is -6.7 / -8.0 eV. The value obtained for the total energy is -2529.37979 Eh. Its spin multiplicity is 5. The HOMO-LUMO gap (alpha / beta) is 6.321 / 7.578 eV. As for the LUMO energy (alpha / beta): -0.351 / -0.469 eV.

Results of the natural (NBO) charge analysis, in e, for atoms 1 through 8: number 1, C, carries -0.614; number 2, C, carries -0.423; number 3, C, carries -0.420; number 4, H, carries 0.210; number 5, C, carries -0.299; number 6, H, carries 0.222; number 7, H, carries 0.193; number 8, H, carries 0.228


Record 2
Density functional theory data (ωB97M-V with the def2-TZVPD basis set) for a molecular structure, C21H21N2O6 in a non-equilibrium geometry.

Structure (XYZ):
```
50
Properties=species:S:1:pos:R:3
C -6.6803 2.0109 1.1327
O -6.1307 0.8961 1.8856
C -4.8592 0.4990 1.6067
C -4.3050 -0.5641 2.3601
C -2.9990 -0.9559 2.1319
C -2.2006 -0.3044 1.1703
C -0.7673 -0.7025 0.9163
C 0.3036 -0.0566 1.5919
C 1.6037 -0.6361 1.3122
O 1.7634 -1.7998 0.8906
N 2.7035 0.2041 1.4486
C 3.9950 -0.3666 1.1362
C 2.6069 1.6081 1.4680
O 3.5733 2.3445 1.3052
N 1.3213 2.1257 1.6818
C 1.2574 3.5631 1.8331
C 0.1960 1.3410 2.0026
O -0.8014 1.8875 2.4976
C -2.7770 0.7083 0.4094
C -4.0847 1.1132 0.5978
H -7.6952 2.1301 1.5187
H -6.0889 2.9234 1.3083
H -6.7020 1.7770 0.0569
H -4.9359 -1.0226 3.1194
H -2.5732 -1.7537 2.7344
H -0.6102 -1.7567 0.6704
H 4.7328 0.4230 1.2553
H 4.1689 -1.1900 1.8347
H 4.0062 -0.7558 0.1080
H 0.2202 3.8816 1.7301
H 1.6402 3.8416 2.8234
H 1.8958 4.0160 1.0720
H -2.1563 1.1900 -0.3431
H -4.4799 1.9203 -0.0186
C 4.0687 -3.4229 -4.0243
O 3.8112 -2.0033 -3.8381
C 2.6218 -1.6118 -3.3200
C 2.4352 -0.2210 -3.1080
C 1.3856 0.2067 -2.3349
C 0.4617 -0.7146 -1.7469
O -0.3953 -0.2735 -0.8799
C 0.5541 -2.0808 -2.1635
C 1.6204 -2.5265 -2.9225
H 5.0800 -3.4617 -4.4363
H 4.0213 -3.9598 -3.0639
H 3.3466 -3.8583 -4.7325
H 3.1610 0.4753 -3.5187
H 1.2280 1.2565 -2.1135
H -0.2386 -2.7602 -1.8591
H 1.6968 -3.5839 -3.1861
```

The value obtained for the largest force on an atom is 0.0407 hartree/bohr. As for the total charge: -1. The value obtained for the HOMO energy is -3.5 eV. The value obtained for the total energy is -1373.83344 Eh. The HOMO-LUMO gap is 6.231 eV. As for the LUMO energy: 2.744 eV.

Results of the natural (NBO) charge analysis, in e, for atoms 1 through 8: number 1, C, carries -0.254; number 2, O, carries -0.511; number 3, C, carries 0.285; number 4, C, carries -0.278; number 5, C, carries -0.165; number 6, C, carries -0.084; number 7, C, carries 0.171; number 8, C, carries -0.444


Record 3
Density functional theory data (ωB97M-V with the def2-TZVPD basis set) for C21H21N5O2S2 in the gas phase in a non-equilibrium geometry.

Structure (XYZ):
```
51
Properties=species:S:1:pos:R:3
C 0.0771 -1.8943 2.1259
C 0.9528 -1.5118 0.9895
C 2.2353 -1.8623 0.7010
C 2.5988 -1.2169 -0.5188
C 1.4878 -0.4848 -0.9293
N 0.5099 -0.6620 -0.0045
C -0.7575 -0.0718 -0.0356
C -1.0395 1.2635 0.0213
N -2.3942 1.4472 0.0303
N -2.9829 0.1978 -0.1330
C -2.0100 -0.8033 -0.1243
O -2.2416 -1.9943 -0.1677
C -4.3460 -0.0137 0.1221
C -5.0140 -1.0195 -0.5682
C -6.3527 -1.2497 -0.3108
C -7.0332 -0.4764 0.6153
C -6.3635 0.5192 1.3065
C -5.0203 0.7487 1.0724
H -4.4902 1.5015 1.6375
H -6.8844 1.1142 2.0418
H -8.0806 -0.6544 0.8055
H -6.8685 -2.0346 -0.8426
H -4.4747 -1.6215 -1.2804
C -3.0244 2.6080 -0.5532
H -2.7139 2.7554 -1.5925
H -4.1042 2.4810 -0.5254
H -2.7564 3.4899 0.0270
C -0.1064 2.4145 0.1073
H 0.8948 2.0552 0.3285
H -0.4191 3.0987 0.8941
H -0.0797 2.9658 -0.8327
C 1.3101 0.3252 -2.1581
H 1.8365 -0.1560 -2.9791
H 0.2546 0.4263 -2.4040
H 1.7453 1.3181 -2.0403
C 3.8458 -1.2914 -1.2409
O 4.0568 -0.7475 -2.3069
C 4.9464 -2.1228 -0.5850
H 4.5998 -3.1329 -0.3712
H 5.8315 -2.1357 -1.2190
S 5.4250 -1.4178 1.0251
C 6.4635 -0.1455 0.5093
N 6.9315 0.0171 -0.6814
N 7.7265 1.0648 -0.7973
C 7.8909 1.7226 0.2864
S 7.0190 1.0781 1.6535
H 8.5065 2.5942 0.3697
H 2.8513 -2.5079 1.2938
H -0.2782 -1.0108 2.6583
H 0.6298 -2.5234 2.8172
H -0.7914 -2.4439 1.7632
```

The value obtained for the largest force on an atom is 0.0355 hartree/bohr. For the energy above the lowest of the compared OMol25 structures with the same formula, charge and spin, the calculation gives 28.61 kcal per mole. The value obtained for the HOMO energy is -8.0 eV. The value obtained for the total energy is -2033.44225 Eh. The HOMO-LUMO gap is 8.367 eV. As for the LUMO energy: 0.364 eV. Its SMILES is Cc1cc(C(=O)CSc2nncs2)c(C)n1-c1c(C)n(C)n(-c2ccccc2)c1=O.

Results of the natural (NBO) charge analysis, in e, for atoms 1 through 8: number 1, C, carries -0.653; number 2, C, carries 0.159; number 3, C, carries -0.261; number 4, C, carries -0.264; number 5, C, carries 0.256; number 6, N, carries -0.352; number 7, C, carries -0.013; number 8, C, carries 0.243


Record 4
Density functional theory data (ωB97M-V with the def2-TZVPD basis set) for a molecular structure, C21H22As2Cl3NO3Pd in a non-equilibrium geometry.

Structure (XYZ):
```
53
Properties=species:S:1:pos:R:3
Pd -0.4688 -0.0298 0.4830
Cl -1.7160 4.8549 1.2591
C -0.6711 3.8866 2.2355
C -0.2323 4.3830 3.4554
C 0.6125 3.6440 4.2547
Cl 1.1877 4.3180 5.7458
C 1.0115 2.3499 3.8834
C 1.8448 1.5074 4.6479
C 2.1298 0.2416 4.2083
C 1.5737 -0.1975 2.9975
N 0.8178 0.5804 2.2617
C 0.5323 1.8368 2.6434
C -0.2802 2.6256 1.7380
O -0.5750 2.2106 0.5706
H -0.5545 5.3620 3.7748
H 2.2408 1.8765 5.5823
H 2.7712 -0.4166 4.7722
H 1.7419 -1.2017 2.6151
C -3.3484 0.3553 -2.4199
As -1.7552 -0.4941 -1.6064
C -2.2276 -2.3608 -2.0336
C -0.3628 -0.2318 -2.9834
C -0.7307 0.0430 -4.2966
C 0.2167 0.2524 -5.2825
C 1.5615 0.1885 -4.9626
C 1.9440 -0.0849 -3.6615
C 0.9998 -0.2999 -2.6608
As 1.5547 -0.6342 -0.8046
C 3.4743 -0.1106 -0.8058
C 1.7832 -2.5917 -0.8868
H -3.6989 -0.1717 -3.3110
H -3.1389 1.3990 -2.6568
H -4.1443 0.3302 -1.6702
H -2.3040 -2.5029 -3.1138
H -3.1841 -2.6016 -1.5653
H -1.4735 -3.0320 -1.6261
H -1.7815 0.1064 -4.5459
H -0.0945 0.4722 -6.2931
H 2.3098 0.3553 -5.7237
H 2.9976 -0.1260 -3.4159
H 4.0876 -0.7591 -1.4344
H 3.8359 -0.1835 0.2241
H 3.5753 0.9272 -1.1268
H 2.1937 -2.9103 -1.8474
H 0.8098 -3.0540 -0.7250
H 2.4480 -2.9063 -0.0795
Cl -3.6395 -3.7929 1.0967
C -2.8638 -2.8482 2.3803
C -1.9246 -1.8142 1.7460
O -2.1860 -0.6128 1.9337
O -0.9516 -2.2351 1.0816
H -2.2996 -3.5488 2.9968
H -3.6487 -2.3542 2.9516
```

The value obtained for the largest force on an atom is 0.0380 hartree/bohr. For the energy above the lowest of the compared OMol25 structures with the same formula, charge and spin, the calculation gives 50.04 kcal per mole. The value obtained for the HOMO energy (alpha / beta) is -6.9 / -6.9 eV. The value obtained for the total energy is -7073.89808 Eh. The HOMO-LUMO gap (alpha / beta) is 5.548 / 5.545 eV. As for the LUMO energy (alpha / beta): -1.349 / -1.351 eV.

Results of the natural (NBO) charge analysis, in e, for atoms 1 through 8: number 1, Pd, carries 0.764; number 2, Cl, carries 0.005; number 3, C, carries -0.171; number 4, C, carries -0.189; number 5, C, carries -0.121; number 6, Cl, carries -0.016; number 7, C, carries -0.026; number 8, C, carries -0.133


Record 5
Density functional theory data (ωB97M-V with the def2-TZVPD basis set) for a molecular structure, C21H22Cl2N8O11P2RuS.

Structure (XYZ):
```
68
Properties=species:S:1:pos:R:3
Ru 1.0637 -0.4930 -0.0777
Cl -4.1106 0.2494 0.2309
C -3.0169 -0.2786 1.4732
C -3.4840 -0.3051 2.7951
C -2.6779 -0.7133 3.8170
Cl -3.3016 -0.7431 5.4463
C -1.3521 -1.1188 3.5572
C -0.4238 -1.5389 4.5337
C 0.8320 -1.9289 4.1618
C 1.1876 -1.8902 2.8059
N 0.3462 -1.4903 1.8822
C -0.9066 -1.1025 2.2172
C -1.7250 -0.6678 1.1113
O -1.2622 -0.6791 -0.0899
H -4.5048 -0.0059 2.9930
H -0.7173 -1.5312 5.5753
H 1.5598 -2.2492 4.8947
H 2.1779 -2.1796 2.4751
N 1.9227 4.4620 1.7885
C 2.2288 3.1482 1.0619
C 3.6405 3.1896 0.5039
P 0.8288 2.9507 -0.1618
O 1.5046 3.0026 -1.6024
O 0.0272 4.2006 0.0635
O 0.1149 1.6266 0.0890
P 2.0338 1.8707 2.3928
O 0.4876 2.1178 2.8181
O 2.8762 2.3530 3.5138
O 2.1822 0.4959 1.7949
H 0.9849 4.7401 1.3744
H 2.6239 5.1651 1.5859
H 1.8892 4.2828 2.7946
H 3.7625 4.0210 -0.1972
H 3.8511 2.2721 -0.0335
H 4.3606 3.2728 1.3209
H 1.7619 2.1187 -1.9372
H -0.0976 1.7631 2.1180
C -3.8704 -1.7256 -2.8910
C -2.9209 -0.5749 -2.9034
C -3.2857 0.7437 -2.9018
C -2.2740 1.7045 -2.8904
N -0.9849 1.3681 -2.8937
C -0.6473 0.0867 -2.8502
S 0.9982 -0.4344 -2.7531
N -1.6097 -0.8658 -2.9063
C -2.5807 3.1676 -2.8626
H -4.8961 -1.3808 -3.0056
H -3.7735 -2.2571 -1.9421
H -3.6155 -2.4340 -3.6793
H -4.3274 1.0294 -2.8839
H -1.3301 -1.8539 -2.8751
H -3.6511 3.3567 -2.9355
H -2.0506 3.6684 -3.6748
H -2.1928 3.5927 -1.9328
N 2.4009 -4.1432 -0.7882
C 1.1742 -3.7306 -1.2048
O 0.5950 -2.7376 -0.6950
C 0.5350 -4.5129 -2.2219
C 1.0920 -5.7205 -2.6986
N 1.5539 -6.7182 -3.0626
C -0.6549 -4.0126 -2.7762
N -1.6226 -3.5633 -3.2314
H 2.9444 -3.4653 -0.2841
H 2.8999 -4.8103 -1.3510
O 5.0977 -0.5309 -0.6268
N 3.8906 -0.5399 -0.5008
O 3.1683 0.4309 -0.8738
O 3.2702 -1.5246 0.0066
```

The value obtained for the largest force on an atom is 0.0187 hartree/bohr. For the energy above the lowest of the compared OMol25 structures with the same formula, charge and spin, the calculation gives 3.56 kcal per mole. As for the total charge: -1. The value obtained for the HOMO energy (alpha / beta) is -5.4 / -5.4 eV. The value obtained for the total energy is -4175.59136 Eh. Its spin multiplicity is 6. The HOMO-LUMO gap (alpha / beta) is 7.555 / 6.127 eV. As for the LUMO energy (alpha / beta): 2.165 / 0.743 eV.

Results of the natural (NBO) charge analysis, in e, for atoms 1 through 8: number 1, Ru, carries 1.715; number 2, Cl, carries -0.024; number 3, C, carries -0.153; number 4, C, carries -0.215; number 5, C, carries -0.062; number 6, Cl, carries -0.030; number 7, C, carries -0.129; number 8, C, carries -0.115